The following is a quantum chemistry calculation of C36H59BFN6SbTa as an isolated structure, from the OMol25 dataset.

Values from the calculation:
* electronic energy: -58687.05348 eV
* max |F|: 3.5 eV/Å
* charge: +3
* highest occupied orbital energy (alpha / beta): -16.674 / -16.674 eV
* Kohn-Sham gap (alpha / beta): 5.4 / 5.4 eV

```
105
Properties=species:S:1:pos:R:3:forces:R:3:lowdin_charge:R:1
Ta 0.2135 0.1970 0.0368 3.3 -0.5 -1.0 1.929
C 3.0428 -4.0783 2.8065 0.2 -0.1 0.0 0.015
C 1.8235 -3.2850 2.5445 -0.6 0.2 0.1 -0.217
C 0.5905 -3.4347 3.1608 0.1 0.4 -0.4 0.066
C -0.2479 -2.4727 2.6072 0.0 -0.1 0.1 -0.226
N 0.4435 -1.7705 1.6892 -0.1 1.8 -1.6 0.014
N 1.7114 -2.2726 1.6581 0.2 -0.4 0.2 0.013
B 2.8048 -1.7099 0.7550 -0.6 0.2 0.2 -0.520
N 3.0706 -0.2287 1.1408 0.6 -0.4 0.0 0.037
N 2.1030 0.7336 1.2605 -2.6 -0.6 -1.5 -0.023
C 2.6523 1.8266 1.8354 0.4 0.3 0.2 -0.206
C 3.9882 1.5490 2.0908 -0.5 -0.2 -0.2 0.085
C 4.2224 0.2465 1.6523 -0.5 0.6 -0.1 -0.207
C 5.4949 -0.4957 1.7592 0.1 -0.3 0.0 0.021
C 1.9256 3.1088 2.1455 -0.1 0.1 -0.1 -0.532
C 0.4244 2.8755 2.3827 0.5 -0.3 0.2 -0.039
C 2.1391 4.0858 0.9793 0.0 -0.1 0.1 -0.007
C 2.5328 3.7100 3.4213 -0.1 -0.1 -0.1 -0.024
N 2.3904 -1.8643 -0.7354 0.6 -0.3 0.1 0.034
N 1.2135 -1.4325 -1.2972 -1.5 2.4 2.0 -0.016
C 1.1490 -1.9026 -2.5636 0.2 -0.3 -0.6 -0.212
C 2.2886 -2.6598 -2.7996 -0.4 0.4 0.5 0.079
C 3.0521 -2.6130 -1.6359 -0.5 0.3 -0.4 -0.210
C 4.3648 -3.2524 -1.4312 0.3 -0.1 0.2 0.022
C 0.0548 -1.6888 -3.5768 -0.1 0.1 0.0 -0.533
C -0.6037 -3.0539 -3.8384 0.1 0.1 0.1 -0.012
C -1.0246 -0.6998 -3.1244 0.6 -0.1 0.0 -0.069
C 0.7083 -1.1602 -4.8640 -0.1 0.0 0.1 -0.010
C -1.6838 -2.2479 2.9813 -0.1 0.1 -0.1 -0.543
C -2.3334 -1.1456 2.1424 0.4 -0.4 0.2 -0.107
C -2.4754 -3.5449 2.7567 0.1 0.2 0.0 -0.014
C -1.7452 -1.8569 4.4659 0.0 0.0 -0.2 -0.013
H 2.8143 -4.8258 3.5616 0.1 0.0 0.0 0.102
H 3.3905 -4.5919 1.9130 0.0 0.0 -0.1 0.094
H 3.8555 -3.4556 3.1754 0.1 0.0 0.0 0.094
H 0.3430 -4.1517 3.9137 -0.1 -0.2 0.2 0.133
H 3.7892 -2.3165 0.9292 0.3 -0.1 0.0 0.114
H 4.7087 2.1923 2.5509 0.1 0.1 0.1 0.135
H 6.2749 0.1665 2.1272 0.0 0.0 0.0 0.105
H 5.3966 -1.3240 2.4598 0.0 -0.1 0.0 0.100
H 5.8102 -0.9005 0.8002 0.0 0.0 -0.1 0.093
H -0.1220 2.6978 1.4426 -0.1 -0.1 -0.3 0.033
H 0.2617 2.0492 3.0788 -0.1 0.0 0.0 0.090
H -0.0080 3.7698 2.8298 -0.2 0.0 -0.1 0.106
H 1.7530 3.6838 0.0449 0.0 0.0 0.0 0.051
H 1.6383 5.0266 1.1918 -0.1 0.1 0.0 0.106
H 3.1978 4.2909 0.8483 0.1 0.0 0.0 0.103
H 2.5161 2.9947 4.2396 0.0 0.0 0.1 0.104
H 3.5588 4.0213 3.2542 0.1 0.0 0.0 0.092
H 1.9737 4.5904 3.7228 -0.1 0.1 0.0 0.101
H 2.5385 -3.1902 -3.6946 0.0 -0.1 -0.2 0.138
H 4.7155 -3.6833 -2.3659 0.0 0.0 0.0 0.106
H 5.1044 -2.5368 -1.0794 0.1 0.0 0.0 0.094
H 4.2937 -4.0511 -0.6959 0.0 -0.1 0.1 0.102
H -1.0353 -3.4503 -2.9209 -0.1 -0.1 0.1 0.096
H -1.3900 -2.9496 -4.5799 -0.1 0.0 -0.1 0.101
H 0.1213 -3.7695 -4.2137 0.0 -0.1 0.0 0.095
H -1.4730 -1.0345 -2.1819 -0.1 0.0 0.3 0.036
H -0.6317 0.3149 -3.0382 0.0 0.0 0.0 0.058
H -1.8117 -0.6863 -3.8769 -0.2 0.0 0.1 0.108
H 1.4146 -1.8787 -5.2694 0.1 0.0 0.0 0.093
H -0.0510 -0.9834 -5.6201 -0.1 0.0 -0.1 0.103
H 1.2368 -0.2268 -4.6766 0.0 0.1 0.0 0.085
H -2.2972 -1.4055 1.0775 0.0 0.0 -0.2 0.048
H -3.3775 -1.0767 2.4383 -0.1 0.2 -0.2 0.082
H -1.8597 -0.1754 2.3320 0.1 0.2 0.0 0.055
H -2.4960 -3.8133 1.7024 0.0 -0.1 -0.1 0.095
H -2.0391 -4.3672 3.3116 0.0 -0.1 0.1 0.093
H -3.4979 -3.4140 3.0999 -0.1 0.0 0.0 0.099
H -1.2048 -0.9302 4.6519 0.1 0.1 0.0 0.093
H -2.7787 -1.7243 4.7726 -0.1 0.0 0.1 0.098
H -1.3094 -2.6333 5.0864 0.0 -0.1 0.1 0.095
C -5.1632 1.1177 1.9706 0.0 -0.2 0.1 -0.166
C -4.5564 2.1283 1.0277 0.6 -0.1 -0.1 -0.349
Sb -3.1318 1.3221 -0.4781 -0.4 -0.1 -0.3 1.478
C -4.2619 -0.4462 -1.1739 0.5 0.2 0.2 -0.387
C -5.4015 -0.1223 -2.1117 0.0 0.2 -0.1 -0.155
C -3.3409 2.8326 -2.1084 0.5 -0.3 0.3 -0.376
C -4.7492 3.3339 -2.3386 -0.3 -0.1 0.2 -0.151
H -5.9827 1.6043 2.5007 0.0 0.0 0.0 0.099
H -4.4561 0.7677 2.7212 0.0 0.0 0.0 0.060
H -5.5976 0.2685 1.4466 0.0 -0.1 0.0 0.068
H -4.0627 2.9319 1.5725 0.0 0.0 -0.2 0.062
H -5.3333 2.5555 0.3916 0.2 0.0 -0.2 0.057
H -4.6393 -0.9266 -0.2746 0.2 0.0 0.2 0.047
H -3.5532 -1.1086 -1.6629 0.1 -0.1 0.1 0.026
H -6.1767 0.4707 -1.6323 -0.1 0.1 0.0 0.081
H -5.8540 -1.0616 -2.4278 -0.1 0.0 0.0 0.098
H -5.0562 0.3863 -3.0086 -0.1 0.0 -0.1 0.070
H -2.9373 2.3563 -3.0022 0.1 -0.1 0.1 0.058
H -2.7037 3.6746 -1.8408 0.1 -0.2 0.0 0.040
H -5.4445 2.5406 -2.5923 -0.1 0.0 0.0 0.057
H -4.7165 4.0177 -3.1882 0.0 0.0 0.0 0.101
H -5.1297 3.8966 -1.4873 -0.1 0.0 0.0 0.078
F 1.9496 4.4490 -4.4158 -0.1 -0.2 0.2 0.151
C 1.6146 3.6018 -3.4621 -0.1 0.0 0.1 -0.233
C 0.4660 3.8436 -2.7119 0.0 0.0 0.0 0.034
C 0.1186 2.9438 -1.7234 -0.4 0.3 0.1 -0.176
C 0.8801 1.7950 -1.4697 -0.8 -2.1 1.9 -0.337
C 2.0466 1.6110 -2.2178 0.6 -0.2 -0.2 -0.110
C 2.4213 2.4984 -3.2111 0.0 -0.1 0.1 0.040
H -0.1233 4.7267 -2.9140 0.0 0.1 0.0 0.139
H -0.7501 3.1595 -1.1121 0.0 0.0 -0.1 0.046
H 2.6907 0.7600 -2.0232 0.0 0.0 -0.1 0.101
H 3.3198 2.3572 -3.7909 0.1 0.0 -0.1 0.140
```
Forces are in eV/Å.

=====

The following is a quantum chemistry calculation of a 6-piece molecular cluster, C36H59N3O13S7 overall, from the OMol25 dataset.

Values from the calculation:
* electronic energy: -145205.42868 eV
* SMILES: CCSCc1nc2cc(CC(=O)O)cc(N(C)C(C)=O)c2nc1S.O=S1(=O)CCCC1.O=S1(=O)CCCC1.O=S1(=O)CCCC1.O=S1(=O)CCCC1.O=S1(=O)CCCC1
* max |F|: 9.3 eV/Å
* highest occupied orbital energy: -8.271 eV
* Kohn-Sham gap: 6.9 eV

```
118
Properties=species:S:1:pos:R:3:forces:R:3:lowdin_charge:R:1
C -1.7569 5.1484 1.0185 0.0 -0.2 -1.2 -0.195
C -0.3937 4.6721 0.1890 0.3 0.8 1.3 -0.518
S -0.8429 4.6994 -1.6412 0.0 -0.7 0.2 0.729
C -0.3136 3.1219 -2.5061 1.1 -2.1 0.5 -0.461
C -0.5512 1.7478 -1.5986 1.0 -2.6 1.8 -0.201
N 0.6731 1.0145 -1.1294 -6.0 -1.0 0.6 0.082
C 0.3630 -0.2376 -0.3587 -0.1 -0.1 0.1 -0.117
C 1.6681 -1.1361 0.1565 -2.3 -2.6 1.6 0.051
C 1.4817 -2.5409 0.9877 -2.8 3.1 -1.2 -0.130
C 2.7035 -3.5255 1.5022 -0.2 -0.6 -0.9 -0.091
C 4.1953 -2.8915 1.2420 3.6 -0.6 -4.6 -0.273
O 4.9534 -3.2320 0.1738 -5.2 2.2 7.4 -0.015
O 4.7138 -1.8728 2.2051 -2.2 -0.8 -3.0 -0.046
C -0.0491 -3.0102 1.3405 -0.8 3.5 -2.4 0.058
C -1.3575 -2.1050 0.8244 3.9 -1.0 0.2 -0.067
N -2.7218 -2.6800 1.2074 -0.4 2.0 -2.6 -0.128
C -3.4409 -1.8135 2.2172 -0.7 -0.6 1.7 -0.120
C -3.5657 -2.9987 -0.0066 2.3 -2.8 -5.0 -0.263
C -5.1082 -2.4346 -0.2636 -0.2 -0.5 1.6 -0.043
O -3.0344 -3.7615 -0.9958 -3.1 4.7 6.3 -0.073
C -1.1690 -0.6867 -0.0422 0.5 -1.5 1.0 -0.072
N -2.4383 0.0180 -0.4334 6.8 2.9 -2.3 0.070
C -2.0488 1.2263 -1.2372 0.7 -1.9 0.6 -0.440
S -3.4923 2.2768 -1.9164 1.3 -1.7 -0.3 0.668
H -2.3168 5.9250 0.3088 1.2 -1.5 1.7 0.071
H -1.5012 5.6479 2.0564 -0.5 -1.2 -2.1 0.080
H -2.4736 4.2221 1.1026 1.4 1.9 0.1 0.074
H 0.0307 3.6371 0.5565 -0.9 2.1 -0.8 0.087
H 0.4077 5.5418 0.3413 -1.5 -2.2 -0.3 0.079
H -0.9064 2.9560 -3.5278 1.2 0.8 2.4 0.103
H 0.8578 3.2210 -2.7001 -2.7 -0.6 0.3 0.093
H 2.7838 -0.8031 -0.0750 -2.8 -0.5 0.3 0.102
H 2.6369 -4.5010 0.8174 0.3 2.2 1.4 0.138
H 2.5419 -3.9314 2.6124 0.4 1.4 -2.3 0.141
H 4.3432 -0.9800 1.8765 0.7 -1.9 0.8 0.130
H -0.2487 -4.0175 1.9294 0.3 2.4 -1.4 0.109
H -3.9909 -0.8809 1.7731 1.3 -1.6 0.8 0.086
H -4.2499 -2.5183 2.7400 1.6 1.6 -1.2 0.106
H -2.6712 -1.5464 3.0839 -1.7 -0.3 -2.1 0.115
H -5.5962 -2.8752 -1.2474 1.6 1.0 2.0 0.100
H -5.1504 -1.2556 -0.2086 0.3 -2.5 -0.3 0.082
H -5.7816 -2.8379 0.6334 1.4 0.9 -1.8 0.089
H -3.6772 1.8431 -3.2685 0.8 0.1 2.0 -0.085
C -0.0772 -6.0202 -2.9734 0.1 0.1 -0.2 -0.232
C -1.4923 -5.7523 -2.4629 0.2 0.4 0.2 -0.235
C -2.4600 -6.4940 -3.3835 -0.4 0.4 0.2 -0.216
S -1.5595 -7.8946 -4.0309 -0.1 -0.1 0.3 0.669
O -1.3973 -7.7178 -5.4587 -0.1 -0.3 0.2 -0.335
O -2.0946 -9.1126 -3.4561 0.1 0.2 -0.5 -0.340
C -0.0100 -7.5173 -3.2358 0.6 0.1 0.2 -0.239
H 0.6815 -5.7042 -2.2515 -0.1 0.0 -0.1 0.118
H 0.0903 -5.4675 -3.9055 0.0 -0.1 0.2 0.083
H -1.5895 -6.1354 -1.4398 0.0 0.1 -0.1 0.118
H -1.7164 -4.6814 -2.4349 0.1 -0.4 0.0 0.080
H -3.3403 -6.8476 -2.8408 0.1 -0.1 -0.2 0.106
H -2.7680 -5.8699 -4.2269 0.1 -0.2 0.0 0.108
H 0.8213 -7.8032 -3.8825 -0.2 -0.1 0.0 0.105
H 0.0308 -8.0800 -2.2983 -0.1 0.0 -0.2 0.107
C 5.6234 -1.2800 7.4977 -0.1 -0.3 0.1 -0.226
C 6.8222 -1.2491 6.5509 0.3 -0.1 0.2 -0.219
C 6.3782 -0.5420 5.2715 0.5 -0.4 -0.3 -0.224
S 5.0747 0.5826 5.7489 0.0 0.2 0.0 0.668
O 3.8398 0.1445 5.1331 0.3 0.4 0.1 -0.321
O 5.5560 1.9452 5.6377 -0.4 -0.3 -0.2 -0.335
C 5.0403 0.1250 7.4708 -0.1 -0.1 0.5 -0.237
H 5.9131 -1.5755 8.5103 -0.1 0.0 -0.1 0.118
H 4.8824 -2.0012 7.1327 0.1 0.1 0.1 0.122
H 7.6410 -0.6880 7.0174 -0.1 -0.1 -0.1 0.119
H 7.1947 -2.2557 6.3367 0.0 0.2 0.0 0.118
H 7.1973 0.0225 4.8188 -0.3 0.0 0.0 0.109
H 5.9669 -1.2489 4.5456 -0.1 0.2 0.1 0.092
H 4.0181 0.1733 7.8500 0.1 0.1 -0.2 0.112
H 5.6784 0.8267 8.0163 -0.1 0.0 -0.1 0.110
C 1.5155 -3.6050 -7.1259 0.0 -0.3 -0.1 -0.223
C 0.6750 -2.5100 -7.7810 0.1 0.1 -0.3 -0.220
C -0.3650 -2.0562 -6.7579 -0.4 0.2 -0.6 -0.225
S 0.3555 -2.3491 -5.1496 0.2 0.4 0.4 0.675
O -0.4176 -3.3727 -4.4781 0.1 0.6 -0.1 -0.318
O 0.6651 -1.0775 -4.5270 -0.3 -0.6 0.0 -0.331
C 1.8683 -3.0815 -5.7417 0.5 -0.3 -0.2 -0.231
H 2.4119 -3.8329 -7.7099 -0.1 0.0 0.1 0.119
H 0.9235 -4.5241 -7.0404 0.1 0.1 0.0 0.123
H 1.3213 -1.6655 -8.0494 -0.1 -0.1 0.0 0.119
H 0.1968 -2.8623 -8.7003 0.1 0.1 0.2 0.117
H -0.5966 -0.9934 -6.8641 0.0 -0.2 0.2 0.105
H -1.2824 -2.6466 -6.8310 0.1 0.1 0.2 0.109
H 2.1972 -3.8651 -5.0570 -0.1 0.2 0.1 0.109
H 2.6223 -2.2909 -5.8000 -0.1 -0.1 0.1 0.111
C 4.5658 4.8576 6.9515 0.0 -0.2 -0.2 -0.235
C 3.7253 5.9526 6.2964 0.1 0.1 -0.3 -0.218
C 2.6854 6.4064 7.3195 -0.4 0.2 -0.6 -0.230
S 3.4058 6.1134 8.9279 0.2 0.3 0.3 0.669
O 2.6328 5.0898 9.5993 0.2 0.4 0.0 -0.327
O 3.7154 7.3850 9.5505 -0.3 -0.5 0.1 -0.333
C 4.9186 5.3810 8.3358 0.4 -0.2 -0.2 -0.236
H 5.4623 4.6296 6.3675 -0.2 -0.1 0.1 0.112
H 3.9739 3.9385 7.0370 0.2 0.1 0.0 0.115
H 4.3716 6.7970 6.0280 -0.1 -0.1 0.0 0.119
H 3.2471 5.6003 5.3771 0.1 0.1 0.1 0.118
H 2.4537 7.4692 7.2134 0.0 -0.2 0.2 0.105
H 1.7679 5.8159 7.2465 0.1 0.1 0.2 0.107
H 5.2475 4.5974 9.0205 -0.1 0.2 0.1 0.108
H 5.6727 6.1716 8.2775 -0.1 -0.1 0.1 0.110
C -8.1101 4.8102 -4.7366 -0.2 0.2 0.0 -0.224
C -7.5125 4.5917 -6.1257 -0.3 -0.1 -0.3 -0.220
C -5.9945 4.7048 -5.9950 0.0 0.1 -0.7 -0.223
S -5.5992 4.2159 -4.3228 0.0 0.3 0.3 0.666
O -5.0693 5.3653 -3.6198 0.0 -0.7 -0.2 -0.311
O -4.9142 2.9390 -4.3486 -0.1 0.5 -0.2 -0.413
C -7.2799 3.9546 -3.7913 -0.5 -0.1 0.2 -0.230
H -9.1685 4.5360 -4.7021 0.2 0.1 0.0 0.119
H -8.0244 5.8676 -4.4594 0.0 -0.2 0.0 0.123
H -7.7782 3.5895 -6.4836 0.0 0.1 0.1 0.120
H -7.9011 5.3129 -6.8515 0.1 -0.1 0.1 0.118
H -5.4799 4.0447 -6.6977 0.1 0.1 0.2 0.107
H -5.6564 5.7351 -6.1357 0.0 -0.2 0.2 0.110
H -7.3896 4.2413 -2.7440 0.2 -0.1 -0.1 0.114
H -7.5095 2.8923 -3.9174 0.1 0.1 0.0 0.113
```
Forces are in eV/Å.